14
Properties=species:S:1:pos:R:3:forces:R:3:nbo_charge:R:1 method="wB97M-V/def2-TZVPD" energy_ha=-1691.61531 lumo_energy_ha="-0.163 / -0.203" multiplicity=2 total_charge=+1 molar_mass_g_mol=292.05
O 2.8591 1.0671 1.4845 -1.6530 0.3111 -2.0357 -0.505
C 2.2658 1.1688 0.4466 1.3482 -0.4140 3.5390 0.989
O 2.5240 1.0302 -0.7630 -0.7689 0.3567 -2.0861 -0.839
O 0.7326 1.5446 0.4817 0.1400 0.3541 -1.0047 -0.756
C -0.0988 0.8395 1.3156 -0.3612 -1.0018 0.4028 0.079
C -0.8257 -0.1326 0.7631 0.2821 0.3791 1.4344 0.048
O -0.7141 -0.3172 -0.5901 0.5582 1.0103 -1.0748 -0.641
C -1.3336 -1.4770 -1.1457 -0.3636 -0.7681 -0.2268 -0.258
Lu 0.5925 1.3035 -1.8045 0.7360 -0.6740 1.6769 1.767
H -0.0864 1.0598 2.3818 0.0317 0.0219 -0.3706 0.243
H -1.4661 -0.8202 1.3136 0.0511 0.3040 -0.2297 0.233
H -1.3368 -1.3338 -2.2308 -0.1064 -0.1529 0.2285 0.205
H -0.7533 -2.3723 -0.8884 -0.1578 0.2492 -0.0472 0.218
H -2.3593 -1.5607 -0.7644 0.2637 0.0245 -0.2060 0.218

***

96
Properties=species:S:1:pos:R:3:forces:R:3:mulliken_charge:R:1 method="wB97M-V/def2-TZVPD" energy_ha=-49151.78332 lumo_energy_ha=0.050 total_charge=-1 molar_mass_g_mol=2000.46
O 2.3100 1.9502 1.2352 4.2064 2.4268 -2.2223 -0.343
C 3.0454 2.6732 0.5282 -3.8038 -2.0404 1.5197 0.394
F 4.3472 3.0805 0.8793 -3.0188 -0.7346 -1.1104 -0.275
N 2.5226 3.1293 -0.7568 1.5578 1.8329 2.5445 0.129
C 2.3070 4.5895 -0.8224 1.7143 1.1480 -5.5727 0.231
O 2.5995 5.1548 -1.9141 -1.4339 -2.1496 4.6478 -0.494
S 1.5897 5.6690 0.5085 0.1077 5.0467 4.4711 1.119
O 1.3746 4.9744 1.8291 0.0513 -0.2193 -3.4778 -0.553
O 2.6230 6.7642 0.7525 -2.2956 -3.0220 -1.9456 -0.732
N 0.2227 6.4439 -0.1493 1.1302 -3.8515 1.1164 -0.514
S -1.1973 5.4840 -0.0352 -4.3721 3.2899 -1.2247 1.265
O -1.9757 5.6817 -1.3368 2.6568 -1.1615 2.3932 -0.693
O -2.1103 5.9842 1.0730 3.0212 -1.9012 -1.6392 -0.712
C -0.8939 3.6640 0.0894 -0.7725 -1.4856 0.8336 0.007
C -2.2836 2.8216 -0.0415 0.8089 -0.2174 0.1333 -0.232
C -1.8843 1.2933 0.3251 0.7101 0.9978 -0.8482 -0.205
Cl -1.9599 0.9838 2.1562 -0.1908 0.1364 -1.6604 -0.139
H 1.7129 2.5821 -1.0785 0.4322 0.3556 0.5969 0.094
H -0.4576 3.3461 1.1122 -0.3346 0.9643 -1.6994 0.284
H -0.2405 3.3310 -0.7834 -0.7267 0.7039 1.1809 -0.648
H -2.6477 2.8915 -1.1294 0.3458 -0.1110 1.7445 0.055
H -3.0623 3.1897 0.7059 1.0313 -0.3192 -1.2164 0.387
H -0.7680 1.1925 0.0495 -1.8053 -0.2814 0.4464 0.170
H -2.5108 0.5317 -0.2448 0.7781 0.9906 1.0521 0.120
Br -5.7189 1.8793 -1.7753 0.0056 0.0256 -0.1100 -0.145
C -5.3368 1.3036 -3.5974 -0.1226 -0.2344 0.2109 -0.541
C -3.8508 1.2268 -3.8475 0.1376 0.2507 -0.2899 -0.194
Br -3.0812 2.9986 -4.1041 -0.5382 -0.0939 0.0342 -0.150
H -5.8508 1.9957 -4.2643 0.1816 -0.0565 0.0787 0.380
H -5.7925 0.3155 -3.6843 0.0948 0.0632 -0.0025 0.373
H -3.6447 0.6910 -4.7760 -0.0766 -0.0047 0.0857 0.325
H -3.3004 0.7567 -3.0321 -0.1510 0.0494 -0.0756 -0.084
Br -2.7219 -2.0246 -2.0705 -0.0289 0.0294 -0.0807 -0.139
C -2.3425 -2.5942 -3.8957 -0.0897 -0.1868 0.2192 -0.503
C -0.8572 -2.6689 -4.1490 0.1833 0.1367 -0.3506 -0.572
Br -0.0911 -0.8954 -4.4015 -0.3121 0.0197 0.1669 0.055
H -2.8585 -1.9004 -4.5595 0.1790 -0.0665 0.0582 0.288
H -2.7975 -3.5822 -3.9849 0.0950 0.0800 -0.0150 0.383
H -0.6522 -3.2015 -5.0800 -0.0704 0.0166 0.0614 0.201
H -0.3043 -3.1410 -3.3363 -0.1598 0.0841 -0.0467 0.386
Br 0.1732 2.8791 -3.5222 0.4021 0.0384 -0.0392 0.231
C 1.2262 2.5208 -5.1221 0.0825 -0.2179 0.2583 -0.515
C 2.4655 3.3808 -5.1652 0.1078 0.1429 -0.2307 -0.522
Br 2.0394 5.2082 -5.6906 0.0332 -0.0892 0.0952 -0.165
H 0.5666 2.6704 -5.9772 0.0984 0.0742 0.1329 0.455
H 1.4938 1.4643 -5.0558 0.0816 0.1053 -0.0376 0.001
H 3.1572 3.0196 -5.9283 -0.1120 -0.0434 0.0622 0.451
H 2.9845 3.4380 -4.2076 -0.1778 0.0055 -0.0639 0.212
Br -1.1306 3.1198 4.8153 0.0797 -0.0637 0.1849 -0.143
C 0.4976 2.5054 5.6926 -0.1109 0.2832 -0.0298 -0.435
C 1.5232 2.0433 4.6856 0.1302 -0.1520 -0.0064 -0.425
Br 1.0782 0.2817 3.9813 0.0501 0.0078 0.0826 0.032
H 0.2045 1.7275 6.3983 0.0869 0.0348 -0.1548 0.169
H 0.8661 3.3713 6.2454 0.0416 -0.0896 -0.0978 0.389
H 2.4990 1.9218 5.1591 -0.1075 0.0492 0.0065 0.355
H 1.6205 2.7128 3.8297 -0.1011 -0.0459 0.1101 0.096
Br 3.2985 -2.9782 3.1608 -0.0762 -0.0110 0.0858 -0.125
C 2.0693 -4.2266 4.0142 0.3186 -0.0889 -0.0737 -0.224
C 0.9726 -4.6488 3.0681 -0.3767 0.0257 0.1198 -0.652
Br -0.3695 -3.2504 2.8742 0.0964 0.0206 -0.1854 -0.111
H 1.6965 -3.7401 4.9160 -0.0699 -0.0002 -0.2105 -0.036
H 2.6845 -5.0831 4.2958 -0.1039 0.0354 -0.0543 0.358
H 0.4312 -5.5087 3.4663 0.1141 0.0713 0.0387 0.322
H 1.3338 -4.8845 2.0670 0.0532 0.0746 0.1864 0.423
Br 2.9596 0.7131 -2.4254 0.1535 -0.6066 -0.1867 0.110
C 4.0625 -0.8138 -1.9274 0.0038 0.2726 -0.0357 -0.798
C 4.4633 -1.6130 -3.1415 0.1032 -0.2946 0.0874 -0.562
Br 2.9863 -2.7148 -3.7801 0.1649 -0.0293 -0.1013 -0.176
H 3.4971 -1.3924 -1.1967 0.0694 0.0271 -0.1596 0.416
H 4.9405 -0.3839 -1.4421 -0.0445 -0.0855 -0.0922 0.357
H 5.2573 -2.3194 -2.8938 -0.0757 0.0893 0.0272 0.402
H 4.7836 -0.9925 -3.9785 -0.1095 -0.0183 0.1683 0.351
Br 1.1249 -5.3581 -7.1390 -0.0427 0.0423 -0.0705 -0.151
C 2.2183 -4.4339 -8.4622 0.1272 -0.1990 0.0963 -0.556
C 2.7369 -3.1235 -7.9246 -0.0129 0.2630 -0.1562 -0.427
Br 1.3454 -1.7598 -7.9229 0.0760 -0.0917 0.0870 -0.114
H 1.6069 -4.3209 -9.3574 0.0800 0.0754 0.1650 0.361
H 3.0436 -5.1156 -8.6748 -0.0529 0.1041 0.0471 0.340
H 3.5225 -2.7271 -8.5700 -0.0760 -0.1156 0.0201 0.335
H 3.1133 -3.1948 -6.9035 -0.1085 -0.0639 -0.1226 0.197
Br 1.0110 -1.1664 7.6509 -0.1314 -0.1299 -0.0355 -0.122
C 0.2622 -2.6624 8.6496 0.2902 0.2638 0.0907 -0.601
C 0.3756 -3.9505 7.8722 -0.2863 -0.2170 0.0893 -0.649
Br -0.9658 -4.0436 6.4610 0.2101 -0.0348 0.0246 -0.081
H -0.7656 -2.3971 8.8973 0.1133 -0.1243 -0.1079 0.388
H 0.8505 -2.7149 9.5673 -0.0662 -0.0945 -0.0945 0.347
H 0.1710 -4.8075 8.5161 0.0379 0.1192 -0.0100 0.396
H 1.3476 -4.0833 7.3966 -0.1160 0.1304 0.0998 0.353
Br -6.2447 -2.1722 8.1566 -0.0270 0.0419 -0.0713 -0.168
C -5.8637 -2.7323 6.3286 -0.0918 -0.2298 0.1105 -0.570
C -4.3780 -2.8110 6.0780 0.1273 0.2466 -0.2221 -0.621
Br -3.6056 -1.0387 5.8381 0.0323 -0.1144 0.0774 -0.041
H -6.3756 -2.0325 5.6682 0.1736 -0.0573 0.0902 0.380
H -6.3223 -3.7179 6.2324 0.0866 0.0819 0.0015 0.366
H -4.1733 -3.3385 5.1446 -0.0909 0.0163 0.0809 0.336
H -3.8290 -3.2901 6.8885 -0.1828 0.0543 -0.0840 0.285

***

122
Properties=species:S:1:pos:R:3:forces:R:3:mulliken_charge:R:1 method="wB97M-V/def2-TZVPD" energy_ha=-6711.24159 lumo_energy_ha=-0.011 total_charge=0 molar_mass_g_mol=1111.40
C 2.9617 -4.8817 2.4453 -0.3114 0.3763 0.0608 -1.455
C 4.0151 -3.8327 2.7809 0.1965 -0.5072 0.0768 0.566
O 4.8082 -4.2753 3.8995 -0.0471 0.1077 -0.1698 -0.502
C 3.4654 -2.4713 3.1808 0.2115 0.1337 -0.2698 -1.255
C 2.5488 -1.8818 2.1498 -0.1977 0.0009 0.0766 -0.016
C 1.1836 -2.2186 2.0978 0.1331 0.1136 0.0380 -0.572
C 0.3410 -1.7139 1.1409 -0.1671 -0.0740 0.3146 -0.115
S -1.2877 -2.3492 1.1922 -0.1919 -0.4926 -0.1171 1.446
O -1.8335 -2.5419 -0.1164 0.0699 0.1630 0.1299 -0.626
O -1.3354 -3.4141 2.1560 0.0172 0.0989 -0.0516 -0.716
C -2.2631 -0.9842 1.9867 0.0500 0.2020 -0.3100 0.560
F -1.9270 -0.8775 3.2802 -0.0070 -0.0445 -0.0692 -0.294
F -1.9114 0.1609 1.3636 -0.0962 0.0002 0.1224 -0.248
C -3.8166 -1.0663 1.8600 0.0149 0.0708 0.2160 0.746
F -4.1573 -1.0393 0.5575 0.0322 0.0175 0.1556 -0.260
F -4.2679 0.0737 2.4336 0.0372 -0.1598 -0.1299 -0.348
C -4.5497 -2.2628 2.5713 -0.1955 0.1468 0.0648 0.607
F -5.6641 -1.7641 3.1618 0.2143 -0.1107 -0.0906 -0.306
F -3.7664 -2.7926 3.5221 -0.1601 0.0622 -0.1363 -0.237
C -5.0585 -3.4074 1.6496 0.0537 -0.1959 0.0155 0.548
F -5.6976 -4.2914 2.4304 0.1341 0.1381 -0.2698 -0.272
F -5.9356 -2.9307 0.7524 0.2547 -0.1965 0.2004 -0.186
F -4.0649 -4.0255 1.0204 -0.3437 0.2463 0.1501 -0.187
C 0.7987 -0.7928 0.1624 -0.1036 -0.2109 0.2093 0.019
N -0.0557 -0.2752 -0.7598 0.4948 0.1698 -0.1736 -0.301
C 0.5099 0.5128 -1.6333 0.0530 0.1078 -0.0565 -0.590
C 1.8985 0.8080 -1.6335 0.1302 0.2399 -0.1846 -0.788
N 2.7259 0.3509 -0.7368 -0.5373 -0.2052 0.1462 0.200
C 2.1651 -0.4582 0.2038 -0.0147 -0.0248 -0.1874 0.159
C 3.0220 -1.0022 1.2095 0.1698 0.1317 -0.3208 0.276
O 4.3079 -0.5942 1.2095 0.3464 -0.3182 0.2332 -0.556
H 3.3563 -5.8826 2.5965 0.0728 -0.0721 -0.1074 0.445
H 2.6181 -4.7703 1.4170 0.0371 -0.0728 -0.0737 0.332
H 2.0810 -4.7629 3.0784 0.0405 -0.1462 0.1481 0.241
H 4.6745 -3.7245 1.9152 0.0161 0.1916 -0.0520 0.367
H 5.5169 -4.8306 3.5662 0.0061 -0.0715 0.0067 0.314
H 4.3192 -1.8060 3.2958 -0.0560 0.0780 0.2107 0.398
H 2.9605 -2.5484 4.1439 -0.0889 -0.0855 0.0248 0.558
H 0.7804 -2.9022 2.8288 -0.0280 -0.0522 0.0390 0.754
H -0.0978 0.9877 -2.3957 -0.0643 -0.0265 -0.0216 0.570
H 2.2936 1.4627 -2.4017 0.0203 0.0758 0.0321 0.635
H 4.8297 -1.1548 0.5847 -0.2451 0.2578 -0.1982 0.182
C 5.6675 2.5223 0.4931 0.0479 0.0510 0.0905 -0.990
S 5.0545 3.5951 -0.8074 -0.1989 -0.0316 0.1098 0.455
O 4.2648 2.7236 -1.7254 0.1254 -0.0355 -0.3078 -0.543
C 6.6420 3.8822 -1.5927 0.0951 -0.0052 -0.0148 -1.058
H 4.8138 2.1919 1.0803 -0.0150 -0.0328 -0.0336 0.218
H 6.1566 1.6551 0.0494 -0.0241 0.0026 -0.0347 0.297
H 6.3587 3.0840 1.1211 -0.0137 0.0175 0.0045 0.486
H 7.0702 2.9261 -1.8959 -0.0408 -0.0124 0.0081 0.342
H 7.2937 4.4035 -0.8941 -0.0328 0.0427 0.0051 0.401
H 6.4688 4.5076 -2.4662 -0.0184 0.0059 -0.0002 0.324
C -11.4314 -1.7165 1.5864 -0.0213 0.0342 0.0649 -1.020
S -10.3862 -2.6664 0.4767 0.0061 0.1034 -0.0989 0.669
O -11.0595 -3.9710 0.2573 0.0020 -0.0402 0.0171 -0.673
C -9.0524 -2.9393 1.6441 0.0156 -0.0243 0.1137 -0.959
H -12.3461 -1.4751 1.0495 0.0033 -0.0152 -0.0228 0.326
H -11.6638 -2.3183 2.4647 0.0073 -0.0263 -0.0138 0.342
H -10.9183 -0.7980 1.8708 0.0009 0.0044 -0.0084 0.341
H -9.4330 -3.4534 2.5266 -0.0510 -0.0036 -0.0222 0.431
H -8.6086 -1.9817 1.9176 0.0183 -0.0017 -0.0198 0.326
H -8.3094 -3.5586 1.1501 -0.0085 -0.0178 -0.0275 0.199
C 4.6863 8.3264 1.6416 -0.0673 0.0778 0.0400 -1.012
S 4.5486 7.0086 0.4300 0.1162 -0.0509 0.0564 0.592
O 5.8895 6.3610 0.3830 0.0936 0.0385 -0.0016 -0.584
C 4.4517 8.0793 -1.0075 -0.0282 0.0452 -0.0626 -0.930
H 4.8040 7.8613 2.6177 0.0004 -0.0272 -0.0061 0.332
H 5.5588 8.9378 1.4134 0.0137 -0.0317 -0.0275 0.298
H 3.7771 8.9274 1.6284 -0.0070 -0.0037 0.0167 0.376
H 5.3404 8.7085 -1.0504 0.0170 -0.0252 0.0263 0.311
H 3.5487 8.6864 -0.9465 -0.0118 -0.0117 -0.0111 0.371
H 4.4042 7.4398 -1.8865 -0.0072 -0.0225 0.0087 0.279
C -3.0358 1.3940 -1.5829 -0.0581 0.1664 0.1211 0.242
S -3.7634 1.0981 -3.1933 -0.0142 -0.0925 0.0682 0.502
O -3.0835 2.0057 -4.1543 0.0952 0.0620 -0.1051 -0.608
C -5.3580 1.8398 -2.8198 -0.0501 0.0406 -0.0036 -0.965
H -2.0055 1.0579 -1.6069 -0.0494 -0.1291 0.0133 -0.602
H -3.0641 2.4604 -1.3554 -0.0372 0.0165 -0.0880 0.487
H -3.5834 0.8284 -0.8310 0.0265 -0.0326 -0.0292 -0.018
H -5.2125 2.8775 -2.5204 0.0328 -0.0008 -0.0094 0.387
H -5.8394 1.2732 -2.0220 0.0099 0.0079 0.0101 0.253
H -5.9646 1.7978 -3.7227 0.0070 -0.0069 -0.0135 0.351
C 6.6436 -1.2603 7.8063 0.0601 0.0406 0.0533 -0.987
S 6.0958 -1.6947 6.1491 0.0005 -0.0452 0.0242 0.522
O 5.3021 -0.5415 5.6480 -0.0358 0.0182 -0.0067 -0.607
C 4.9267 -2.9477 6.6698 -0.1803 -0.0244 0.1965 -0.695
H 7.3573 -0.4442 7.7155 0.0002 0.0036 -0.0206 0.340
H 5.7861 -0.9393 8.3971 -0.0200 0.0038 -0.0316 0.301
H 7.1277 -2.1228 8.2642 0.0080 -0.0016 -0.0025 0.359
H 4.2000 -2.5105 7.3562 0.0651 0.0842 0.0004 0.350
H 5.4617 -3.7650 7.1547 0.0283 -0.0055 -0.0338 0.406
H 4.4338 -3.3194 5.7782 0.0774 -0.0286 0.0361 -0.009
C 1.7593 4.3836 -5.8211 0.0740 -0.0071 -0.0587 -0.933
S 0.3369 3.4860 -5.1860 -0.1231 0.0773 0.0214 0.475
O 0.6679 3.1294 -3.7812 0.0625 -0.1460 0.1157 -0.530
C 0.5895 2.0044 -6.1658 -0.0037 -0.0823 -0.0366 -0.886
H 1.8068 5.3331 -5.2925 -0.0206 -0.0024 0.0191 0.315
H 2.6666 3.8093 -5.6325 -0.0191 -0.0152 0.0327 0.249
H 1.6270 4.5631 -6.8881 -0.0058 0.0115 -0.0009 0.372
H 1.5797 1.5978 -5.9577 0.0016 0.0270 0.0267 0.239
H 0.4834 2.2459 -7.2232 -0.0162 -0.0036 -0.0013 0.407
H -0.1803 1.2930 -5.8729 -0.0337 0.0267 0.0125 0.296
C 4.9926 -0.3234 -2.8567 0.0109 0.0892 0.0567 -0.545
S 4.4686 -1.8867 -2.1698 -0.1494 0.0517 -0.1532 0.656
O 5.2260 -2.0724 -0.8888 0.1849 -0.0501 0.2667 -0.833
C 5.2850 -2.9595 -3.3503 0.0464 -0.0221 -0.0350 -1.060
H 4.5939 0.4611 -2.2096 0.1197 -0.0128 -0.0384 -0.215
H 6.0824 -0.2883 -2.8866 -0.0096 -0.0378 0.0020 0.480
H 4.5713 -0.2164 -3.8563 -0.0057 -0.0263 -0.0301 0.405
H 6.3564 -2.7604 -3.3477 -0.0167 0.0334 0.0324 0.302
H 4.8606 -2.7837 -4.3383 -0.0095 -0.0060 -0.0047 0.380
H 5.0967 -3.9871 -3.0472 -0.0155 0.0049 0.0155 0.376
C -8.2339 -0.9121 -2.9303 0.0579 -0.0370 0.1452 -0.414
S -8.9608 -1.0950 -4.5615 0.0053 -0.0342 -0.0130 0.477
O -9.4221 0.2553 -4.9741 -0.0176 0.0482 0.0098 -0.623
C -10.4118 -1.9996 -4.0100 -0.0482 -0.0446 0.0249 -0.873
H -7.3240 -0.3254 -3.0359 -0.0094 -0.0208 -0.0593 -0.141
H -8.9371 -0.3941 -2.2779 -0.0263 0.0061 -0.0301 0.306
H -7.9909 -1.8956 -2.5276 0.0074 -0.0037 -0.0027 0.341
H -10.9538 -1.4010 -3.2784 0.0168 0.0255 -0.0062 0.244
H -10.1065 -2.9521 -3.5768 -0.0014 -0.0031 -0.0022 0.332
H -11.0374 -2.1757 -4.8822 0.0109 0.0096 -0.0181 0.352